No. 1
Here is C2H5N3O as an isolated structure from OMol25. Energies are from the ωB97M-V functional and the def2-TZVPD basis.

Summary:
calculated total energy = -8670.2266 eV
frontier orbital gap = 9.8457 eV
energy relative to the best compared isomer or geometry (same formula, charge and spin) = 78.8 kcal per mole
net charge = 0
max |F| = 0.49 eV/Å
E_HOMO = -9.2 eV

XYZ file:
```
11
Properties=species:S:1:pos:R:3:lowdin_charge:R:1
N -2.097 -0.041 0.242 0.14
C -0.958 -0.594 -0.306 -0.59
O -0.952 -1.603 -0.969 0.08
N 0.209 0.115 0.047 0.06
C 1.421 -0.124 -0.520 -0.27
N 2.493 0.528 -0.061 0.03
H -2.946 -0.453 -0.116 0.11
H -2.141 0.960 0.366 0.09
H 0.135 0.827 0.775 0.13
H 2.503 -0.714 -0.251 0.15
H 2.332 1.100 0.793 0.06
```

***

No. 2
Here is C30H57BN2O4P2S3SbTi as an isolated structure from OMol25. Energies are from the ωB97M-V functional and the def2-TZVPD basis.

Summary:
calculated total energy = -124625.2418 eV
frontier orbital gap (alpha / beta) = 5.0998 / 5.1105 eV
energy relative to the best compared isomer or geometry (same formula, charge and spin) = 0.8 kcal per mole
spin multiplicity = 2
net charge = -2
max |F| = 0.53 eV/Å
E_HOMO (alpha / beta) = -1.1 / -1.1 eV
<S²> = 0.755

XYZ file:
```
101
Properties=species:S:1:pos:R:3:lowdin_spin:R:1
Ti 1.972 0.178 1.682 0.93
C -0.716 3.343 -3.752 0.00
C -1.107 3.297 -2.275 0.00
C -1.920 2.015 -2.028 0.00
C -2.045 4.469 -1.961 0.00
P 0.249 3.277 -0.940 0.00
C 1.544 2.078 -1.566 0.00
N 1.081 0.704 -1.546 0.00
B 0.847 -0.097 -0.337 0.01
N 0.199 -1.297 -0.914 0.00
C -0.222 -2.517 -0.243 0.00
P -1.616 -2.392 0.976 0.00
C -3.150 -2.619 -0.108 0.00
C -3.088 -1.463 -1.116 0.00
C -4.394 -2.394 0.759 0.00
C -3.291 -3.934 -0.871 0.00
C -1.271 -4.010 1.899 0.00
C -2.519 -4.436 2.674 0.00
C -0.174 -3.649 2.914 0.00
C -0.766 -5.195 1.069 0.00
C 0.235 -1.249 -2.295 0.00
C -0.145 -2.173 -3.259 0.00
C 0.056 -1.872 -4.607 0.00
C 0.639 -0.673 -4.986 0.00
C 1.024 0.265 -4.027 0.00
C 0.802 -0.013 -2.687 0.00
C 1.214 4.911 -1.074 0.00
C 1.371 5.523 -2.465 0.00
C 0.508 5.904 -0.141 0.00
C 2.623 4.690 -0.506 0.00
H -1.596 3.129 -4.370 0.00
H 0.031 2.589 -3.992 0.00
H -0.334 4.318 -4.049 0.00
H -2.830 2.038 -2.640 0.00
H -2.214 1.940 -0.979 0.00
H -1.365 1.115 -2.289 0.00
H -2.951 4.382 -2.574 0.00
H -1.591 5.436 -2.175 0.00
H -2.345 4.458 -0.911 0.00
H 2.365 2.162 -0.850 0.00
H 1.935 2.343 -2.552 0.00
H 0.605 -2.915 0.339 0.00
H -0.455 -3.278 -0.989 0.00
H -2.882 -0.512 -0.618 0.00
H -4.053 -1.376 -1.630 0.00
H -2.319 -1.614 -1.872 0.00
H -4.331 -1.433 1.275 0.00
H -4.529 -3.171 1.511 0.00
H -5.287 -2.380 0.124 0.00
H -2.398 -4.161 -1.456 0.00
H -4.135 -3.866 -1.569 0.00
H -3.483 -4.773 -0.200 0.00
H -2.930 -3.607 3.256 0.00
H -2.255 -5.238 3.371 0.00
H -3.303 -4.817 2.015 0.00
H -0.472 -2.808 3.542 0.00
H 0.767 -3.385 2.431 0.00
H 0.010 -4.514 3.562 0.00
H -1.498 -5.536 0.336 0.00
H -0.561 -6.031 1.747 0.00
H 0.172 -4.966 0.563 0.00
H -0.574 -3.129 -2.983 0.00
H -0.233 -2.595 -5.361 0.00
H 0.812 -0.462 -6.035 0.00
H 1.511 1.182 -4.331 0.00
H 0.427 5.867 -2.886 0.00
H 1.824 4.818 -3.166 0.00
H 2.036 6.393 -2.395 0.00
H -0.521 6.105 -0.450 0.00
H 1.052 6.856 -0.134 0.00
H 0.490 5.505 0.875 0.00
H 3.260 4.132 -1.194 0.00
H 2.590 4.163 0.449 0.00
H 3.090 5.667 -0.340 0.00
C -1.174 1.023 2.180 0.00
O -0.105 0.262 2.713 0.01
C -0.147 0.175 4.129 0.00
C 1.271 0.082 4.660 0.00
O 1.979 -0.736 3.735 0.01
C 3.192 -1.288 4.257 0.00
H -1.105 2.054 2.539 0.00
H -2.131 0.569 2.456 0.00
H -1.056 1.019 1.099 0.00
H -0.737 -0.710 4.399 0.00
H -0.634 1.061 4.547 0.00
H 1.268 -0.391 5.649 0.00
H 1.753 1.059 4.727 0.00
H 3.852 -0.488 4.597 0.00
H 3.649 -1.840 3.441 0.00
H 2.941 -1.967 5.080 0.00
S 4.392 2.088 5.016 0.00
Sb 4.129 2.702 2.778 0.00
S 4.350 0.682 1.401 0.00
S 1.728 2.588 2.343 0.00
C 3.720 -2.172 -0.533 0.00
C 2.789 -2.686 0.545 0.00
O 2.490 -3.885 0.588 0.00
O 2.322 -1.817 1.369 0.01
H 4.139 -3.004 -1.095 0.00
H 4.502 -1.554 -0.093 0.00
H 3.148 -1.524 -1.203 0.00
```

***

No. 3
Here is a 8-piece molecular cluster, C5H25NO9 overall from OMol25. Energies are from the ωB97M-V functional and the def2-TZVPD basis.

Summary:
calculated total energy = -25506.6612 eV
frontier orbital gap = 9.2440 eV
energy relative to the best compared isomer or geometry (same formula, charge and spin) = 70.0 kcal per mole
net charge = 0
max |F| = 6.40 eV/Å
E_HOMO = -9.5 eV
SMILES = CCNC(=O)CCO.O.O.O.O.O.O.O

XYZ file:
```
40
Properties=species:S:1:pos:R:3:lowdin_charge:R:1
C -1.387 0.555 0.442 -0.07
C -2.540 1.076 -0.410 -0.23
O -2.245 2.015 -1.443 -0.08
C -0.274 -0.122 -0.285 -0.44
N 0.456 -1.098 0.333 0.00
C 1.590 -1.819 -0.175 -0.15
C 2.730 -0.908 0.483 -0.06
O 0.356 0.452 -1.187 -0.01
H -0.898 1.477 0.860 0.12
H -1.657 -0.043 1.312 0.10
H -3.241 0.396 -0.914 0.12
H -3.228 1.689 0.141 0.11
H -1.321 1.990 -1.731 0.07
H -0.138 -1.532 1.110 0.11
H 1.527 -2.796 0.445 0.14
H 1.597 -1.990 -1.237 0.09
H 2.412 -0.180 1.165 0.03
H 3.566 -1.522 0.863 0.08
H 3.148 -0.249 -0.175 0.03
H -2.935 -2.883 0.047 0.05
H -4.071 -2.118 0.476 0.02
O -3.831 -2.608 -0.315 -0.07
H 2.944 1.667 2.252 0.02
H 2.999 2.808 1.160 0.05
O 3.540 2.072 1.603 -0.09
H 1.048 2.212 -0.284 0.00
H 0.955 3.819 -0.389 0.08
O 0.999 3.034 0.171 -0.03
H -1.709 -2.398 -3.256 0.04
H -0.344 -2.879 -3.538 0.06
O -0.860 -2.453 -2.804 -0.07
H -1.754 -3.034 2.453 0.08
H -1.044 -1.734 3.166 0.03
O -1.125 -2.293 2.438 -0.02
H 0.836 3.238 2.527 -0.02
H -0.608 3.510 2.053 0.02
O -0.016 3.522 2.813 -0.05
H 2.229 -0.663 -3.320 0.02
H 0.799 0.000 -3.114 -0.01
O 1.495 -0.211 -3.738 -0.07
```

***

No. 4
Here is one molecule with the formula C15H21N7O3 from OMol25. Energies are from the ωB97M-V functional and the def2-TZVPD basis.

Summary:
calculated total energy = -32469.4203 eV
frontier orbital gap = 8.9305 eV
energy relative to the best compared isomer or geometry (same formula, charge and spin) = 27.7 kcal per mole
net charge = 0
max |F| = 1.70 eV/Å
E_HOMO = -8.7 eV
SMILES = CC(C)(C)Nc1nc(Oc2ccc(=O)[nH]n2)nc(N2CCOCC2)n1

XYZ file:
```
46
Properties=species:S:1:pos:R:3:lowdin_charge:R:1
C -2.007 -2.255 -1.449 -0.04
H -2.094 -1.176 -1.377 0.06
H -1.392 -2.504 -2.311 0.08
H -2.995 -2.685 -1.588 0.08
C -1.371 -2.797 -0.167 -0.59
N -0.030 -2.246 -0.016 0.12
C 0.300 -0.958 0.116 -0.36
N 1.594 -0.695 0.312 0.19
C 1.904 0.595 0.427 -0.34
N 3.186 0.919 0.648 -0.06
C 4.233 -0.077 0.583 -0.11
H 4.512 -0.403 1.593 0.13
C 5.451 0.530 -0.138 -0.19
H 6.028 -0.252 -0.635 0.13
O 5.037 1.413 -1.150 -0.13
C 4.418 2.577 -0.636 -0.17
H 3.750 2.925 -1.426 0.12
C 3.632 2.288 0.658 -0.12
H 4.269 2.439 1.536 0.13
H 2.755 2.930 0.729 0.11
H 5.178 3.351 -0.443 0.12
H 6.106 1.049 0.577 0.12
H 3.836 -0.933 0.035 0.11
N 1.012 1.601 0.376 0.20
C -0.231 1.210 0.191 -0.37
N -0.659 -0.022 0.046 0.19
O -1.107 2.241 0.112 0.11
C -2.442 2.055 0.070 -0.31
N -3.003 0.945 0.427 0.13
N -4.329 0.866 0.366 0.09
C -5.219 1.846 -0.030 -0.48
O -6.414 1.629 -0.042 0.04
C -4.555 3.088 -0.402 0.04
C -3.211 3.189 -0.356 0.04
H -2.684 4.091 -0.625 0.12
H -5.187 3.905 -0.712 0.12
H -4.707 -0.034 0.646 0.16
H 0.743 -2.887 0.070 0.14
C -2.224 -2.411 1.045 -0.04
H -1.767 -2.779 1.961 0.09
H -3.217 -2.841 0.953 0.08
H -2.301 -1.329 1.096 0.04
C -1.223 -4.316 -0.251 -0.04
H -2.199 -4.779 -0.371 0.09
H -0.606 -4.594 -1.103 0.08
H -0.767 -4.709 0.656 0.08
```

***

No. 5
Here is an isolated ion of composition C7H15N2 and charge +1 from OMol25. Energies are from the ωB97M-V functional and the def2-TZVPD basis.

Summary:
calculated total energy = -10470.2248 eV
frontier orbital gap = 10.4348 eV
energy relative to the best compared isomer or geometry (same formula, charge and spin) = 140.0 kcal per mole
net charge = +1
max |F| = 5.59 eV/Å
E_HOMO = -13.3 eV

XYZ file:
```
24
Properties=species:S:1:pos:R:3:lowdin_charge:R:1
C 0.788 -0.245 0.183 -0.01
C 0.162 2.309 0.692 -0.05
C -1.198 -1.308 0.863 -0.09
C -1.458 -0.343 -0.338 -0.01
C 0.985 -1.991 1.828 0.00
C 0.625 -0.129 -1.978 0.01
C 0.111 1.692 -0.609 -0.29
N 0.233 -1.012 1.054 -0.15
N -0.132 0.313 -0.829 -0.25
H -0.923 2.361 0.926 0.10
H 0.777 1.688 1.336 0.09
H -1.895 -1.073 1.796 0.19
H -1.376 -2.286 0.397 0.12
H -1.980 -0.865 -1.104 0.12
H -2.087 0.586 0.035 0.17
H 1.999 -2.168 1.580 0.08
H 0.838 -1.872 2.982 0.14
H 0.284 -2.856 1.474 0.12
H 0.478 -1.160 -1.712 0.10
H -0.053 0.139 -2.856 0.16
H 1.635 0.141 -2.111 0.11
H -0.660 2.301 -0.875 0.11
H 0.293 3.361 0.610 0.10
H 0.850 2.089 -1.180 0.12
```

***

No. 6
Here is C11H12MgN2P as an isolated structure from OMol25. Energies are from the ωB97M-V functional and the def2-TZVPD basis.

Summary:
calculated total energy = -29311.1176 eV
frontier orbital gap (alpha / beta) = 3.5262 / 3.3832 eV
energy relative to the best compared isomer or geometry (same formula, charge and spin) = 34.6 kcal per mole
net charge = -1
max |F| = 4.75 eV/Å
E_HOMO (alpha / beta) = -1.7 / -1.7 eV

XYZ file:
```
27
Properties=species:S:1:pos:R:3:lowdin_charge:R:1
C -0.319 -0.340 -1.654 -0.17
C -1.198 -1.229 -2.259 -0.27
C -0.787 -2.579 -2.049 -0.23
C 0.413 -2.620 -1.276 -0.27
C 0.839 -1.341 -0.947 -0.16
Mg 1.348 1.860 0.737 0.03
P -0.467 3.428 0.072 0.53
H -0.325 0.751 -1.625 -0.02
H -2.084 -0.937 -2.823 0.06
H -1.313 -3.455 -2.428 0.05
H 1.709 -1.009 -0.377 -0.01
H 0.926 -3.538 -0.986 0.06
H -1.789 3.266 0.609 -0.15
H -0.805 3.591 -1.314 -0.12
H -0.274 4.810 0.398 -0.13
N 2.589 -0.675 6.543 0.14
C 1.869 -0.453 5.645 -0.17
C 0.976 -0.182 4.537 -0.21
C -0.368 -0.568 4.593 -0.02
C -1.199 -0.311 3.511 -0.04
C -0.669 0.329 2.390 -0.12
N 0.619 0.732 2.372 -0.08
C 1.456 0.477 3.406 -0.10
H -0.741 -1.067 5.488 0.12
H -2.249 -0.595 3.513 0.11
H -1.264 0.552 1.500 0.10
H 2.492 0.812 3.296 0.08
```